No. 1
DFT (ωB97M-V with the def2-TZVPD basis set) results for a molecular structure, C20H17N9SSbSe4Zn.

Molar mass in g/mol: 918.476
Charge: -1
Relative energy (zero: lowest compared OMol25 entry of this formula, charge and spin) in kcal/mol: 37.06

Each line ends with the natural charge from an NBO analysis.
Positions of all 53 atoms, in Å:
Zn  -0.024  0.037  -0.286  1.533
N  -2.267  -1.606  -2.082  -0.790
C  -2.962  -0.832  -1.232  0.631
N  -4.293  -0.795  -1.307  -0.576
C  -4.870  0.106  -0.520  0.599
N  -6.224  0.145  -0.503  -0.778
N  -4.233  0.999  0.262  -0.566
C  -2.925  0.821  0.306  0.461
N  -2.250  -0.133  -0.319  -0.662
C  -2.099  1.825  1.037  0.149
C  -2.663  2.970  1.572  -0.202
C  -1.816  3.928  2.109  -0.153
C  -0.450  3.710  2.092  -0.229
C  0.029  2.530  1.545  0.072
N  -0.783  1.606  1.038  -0.525
H  -2.807  -1.960  -2.856  0.401
H  -1.355  -1.207  -2.347  0.448
H  -6.699  -0.333  -1.248  0.402
H  -6.646  0.972  -0.119  0.400
H  -3.733  3.105  1.527  0.244
H  -2.221  4.848  2.510  0.220
H  0.246  4.448  2.465  0.230
H  1.091  2.330  1.470  0.225
N  3.487  -0.486  2.187  -0.626
C  4.582  0.213  1.614  0.205
C  5.797  0.130  2.272  -0.268
C  6.920  0.775  1.771  -0.216
C  6.811  1.499  0.602  -0.217
C  5.591  1.581  -0.060  -0.190
C  4.451  0.953  0.434  -0.240
S  2.910  1.108  -0.492  0.575
N  1.975  0.044  0.485  -0.773
C  2.276  -0.555  1.557  0.378
C  1.186  -1.369  2.174  0.179
C  1.286  -1.972  3.418  -0.242
C  0.203  -2.694  3.901  -0.148
C  -0.939  -2.790  3.130  -0.259
C  -0.957  -2.146  1.900  0.073
N  0.077  -1.456  1.434  -0.496
H  3.706  -1.136  2.918  0.393
H  5.867  -0.449  3.187  0.193
H  7.865  0.699  2.294  0.207
H  7.674  2.003  0.186  0.215
H  5.503  2.132  -0.985  0.264
H  2.177  -1.873  4.021  0.214
H  0.258  -3.168  4.872  0.220
H  -1.807  -3.343  3.463  0.226
H  -1.825  -2.186  1.254  0.216
Se  1.729  1.221  -6.022  -0.769
Sb  1.735  2.438  -3.954  1.149
Se  0.107  0.723  -2.552  -1.178
Se  3.912  2.658  -2.821  -0.820
Se  0.323  4.373  -3.751  -0.798

Atoms 1-6, force components in eV/Å:
Zn 0.248 0.469 -0.487
N -0.113 0.093 0.048
C 0.060 -0.143 -0.033
N -0.074 0.066 0.008
C -0.022 -0.013 0.034
N 0.014 -0.003 -0.007


No. 2
DFT (ωB97M-V with the def2-TZVPD basis set) results for 2 unconnected molecules or ions with the total composition C9H4NO8 in a non-equilibrium geometry.

Molar mass in g/mol: 254.130
Charge: -1
Calculated total energy in eV: -27264.353

Each line ends with the natural charge from an NBO analysis.
Positions of all 22 atoms, in Å:
O  7.174  -2.449  1.341  -0.470
C  6.366  -1.525  1.575  0.856
N  5.417  -0.636  1.877  -0.275
O  4.403  -1.376  2.424  -0.368
C  3.137  -1.070  1.805  0.972
O  3.022  -0.614  0.623  -0.572
O  1.988  -1.308  2.626  -0.543
C  0.905  -1.901  1.852  0.927
O  0.845  -3.165  1.614  -0.699
O  -0.153  -1.110  1.380  -0.820
C  -3.550  2.279  -2.043  -0.242
C  -3.547  1.069  -2.603  -0.227
C  -2.754  -0.040  -2.028  0.470
O  -2.751  -1.145  -2.541  -0.493
C  -1.968  0.245  -0.810  -0.218
C  -1.971  1.457  -0.250  -0.250
C  -2.762  2.564  -0.824  0.488
O  -2.768  3.672  -0.313  -0.522
H  -4.123  3.103  -2.451  0.218
H  -4.118  0.844  -3.495  0.219
H  -1.392  -0.578  -0.400  0.299
H  -1.399  1.682  0.642  0.251

Atoms 1-6, force components in eV/Å:
O -4.411 6.015 1.330
C 0.473 -2.828 -0.236
N 5.353 -2.361 -2.107
O -4.240 -0.467 0.708
C -2.594 1.596 -4.021
O 1.362 -2.216 5.662


No. 3
DFT (ωB97M-V with the def2-TZVPD basis set) results for a gas-phase ion, C4H8BrClN (charge +1) in a non-equilibrium geometry.

Molar mass in g/mol: 185.472
Charge: +1
Relative energy (zero: lowest compared OMol25 entry of this formula, charge and spin) in kcal/mol: 34.00

Each line ends with the natural charge from an NBO analysis.
Positions of all 15 atoms, in Å:
C  1.619  0.166  -1.080  -0.676
C  0.505  -0.402  -0.173  0.053
N  0.571  0.190  1.201  -0.732
Br  0.549  -2.325  0.020  0.134
C  -1.211  0.177  -0.628  -0.225
C  -2.197  -0.168  0.231  -0.251
Cl  -3.826  0.350  -0.040  0.081
H  1.087  0.274  -2.085  0.270
H  1.900  1.112  -0.582  0.219
H  2.556  -0.513  -1.183  0.274
H  -0.258  0.013  1.709  0.444
H  0.642  1.225  1.208  0.452
H  1.430  -0.256  1.739  0.460
H  -1.234  0.898  -1.516  0.267
H  -2.132  -0.738  1.179  0.230

Atoms 1-6, force components in eV/Å:
C -0.448 -0.984 -0.352
C -3.363 1.003 -1.222
N 3.618 -0.444 1.075
Br -0.093 0.458 0.022
C 2.643 -0.614 0.950
C 0.447 0.719 -0.912


> What is the molar mass in the third record?

185.472 g/mol


Please write out number 2 again, unchanged.
DFT (ωB97M-V with the def2-TZVPD basis set) results for 2 unconnected molecules or ions with the total composition C9H4NO8 in a non-equilibrium geometry.

Molar mass in g/mol: 254.130
Charge: -1
Calculated total energy in eV: -27264.353

Each line ends with the natural charge from an NBO analysis.
Positions of all 22 atoms, in Å:
O  7.174  -2.449  1.341  -0.470
C  6.366  -1.525  1.575  0.856
N  5.417  -0.636  1.877  -0.275
O  4.403  -1.376  2.424  -0.368
C  3.137  -1.070  1.805  0.972
O  3.022  -0.614  0.623  -0.572
O  1.988  -1.308  2.626  -0.543
C  0.905  -1.901  1.852  0.927
O  0.845  -3.165  1.614  -0.699
O  -0.153  -1.110  1.380  -0.820
C  -3.550  2.279  -2.043  -0.242
C  -3.547  1.069  -2.603  -0.227
C  -2.754  -0.040  -2.028  0.470
O  -2.751  -1.145  -2.541  -0.493
C  -1.968  0.245  -0.810  -0.218
C  -1.971  1.457  -0.250  -0.250
C  -2.762  2.564  -0.824  0.488
O  -2.768  3.672  -0.313  -0.522
H  -4.123  3.103  -2.451  0.218
H  -4.118  0.844  -3.495  0.219
H  -1.392  -0.578  -0.400  0.299
H  -1.399  1.682  0.642  0.251

Atoms 1-6, force components in eV/Å:
O -4.411 6.015 1.330
C 0.473 -2.828 -0.236
N 5.353 -2.361 -2.107
O -4.240 -0.467 0.708
C -2.594 1.596 -4.021
O 1.362 -2.216 5.662